Density functional theory data (ωB97M-V/def2-TZVPD) for a 8-piece molecular cluster, C25H50O9 overall.

Atoms and positions in Å:
O: -15.349835 43.446928 51.295276
C: -15.252530 42.972353 50.134378
O: -14.265369 42.884585 49.412057
C: -13.006889 43.098276 49.839297
C: -11.956987 42.655410 48.759772
C: -16.647455 42.503820 49.507463
H: -12.739895 42.477761 50.597794
H: -12.967422 44.346911 50.023356
H: -11.939655 43.334750 47.903317
H: -12.263303 41.624038 48.479479
H: -11.076732 42.816375 49.156492
H: -17.259186 42.465153 50.434232
H: -16.285022 41.565162 49.244082
H: -16.638359 43.138696 48.654037
C: -12.473431 50.531743 52.473010
C: -11.510259 49.557987 53.120733
O: -10.278140 49.501994 52.744449
C: -11.953944 48.905479 54.364585
H: -12.748074 51.508686 52.955681
H: -13.302408 50.068654 52.322828
H: -12.050572 50.840404 51.458542
H: -12.779635 48.150901 54.153168
H: -12.412691 49.665115 55.027341
H: -11.157598 48.272569 54.886266
C: -12.311141 48.324251 49.328842
C: -12.066018 47.338700 50.455780
O: -13.003852 47.239624 51.418919
C: -10.677917 46.596646 50.585228
H: -11.522275 49.133922 49.162068
H: -13.087713 48.708894 49.372964
H: -12.208643 47.934054 48.330189
H: -9.903003 47.181594 50.336313
H: -10.785354 45.847392 49.668475
H: -10.677793 46.147310 51.716496
C: -15.559496 46.313522 53.353988
C: -14.569349 45.949641 54.366559
O: -14.599375 46.234768 55.630652
C: -13.313720 45.124024 53.917189
H: -14.954315 46.942147 52.444923
H: -16.382899 47.015634 53.739789
H: -16.243970 45.597758 52.911788
H: -13.617351 44.809660 52.908604
H: -13.096960 44.343385 54.585433
H: -12.441986 45.836072 53.621633
C: -17.902014 41.592541 53.684848
C: -16.784278 41.049993 54.440838
O: -16.558180 39.686786 54.786572
C: -15.642441 42.050887 54.696425
H: -17.517422 41.801800 52.521864
H: -18.318232 42.289041 54.263112
H: -18.722954 40.760748 53.716353
H: -15.912067 42.510756 55.624235
H: -15.755485 42.977783 53.819974
H: -14.696793 41.660586 54.822942
C: -11.238287 43.024191 59.118104
C: -12.260142 43.026455 57.921713
O: -12.067516 42.225553 56.848786
C: -13.301747 44.121436 57.876460
H: -10.746359 42.032021 59.281607
H: -11.881847 42.915083 59.997599
H: -10.595432 43.766674 58.788289
H: -13.983274 43.902604 57.093772
H: -12.830109 45.142903 57.698946
H: -13.919034 44.177323 58.779251
C: -10.700346 41.724553 53.817442
C: -10.017822 42.893790 53.217803
O: -9.782985 42.982234 51.854374
C: -9.465514 43.821327 54.111797
H: -11.842294 41.995871 54.334249
H: -10.146285 40.993524 54.490255
H: -11.171367 41.111021 52.960162
H: -10.374996 44.418383 54.505811
H: -8.875996 44.659782 53.629454
H: -8.848171 43.341525 54.770288
C: -19.812920 45.813366 50.470632
C: -19.365481 47.220269 50.575188
O: -18.358764 47.764852 49.822658
C: -19.767917 47.868157 51.905100
H: -19.495173 45.623257 49.376050
H: -20.842023 45.376674 50.634524
H: -19.103480 45.188573 51.019102
H: -20.229070 48.773152 51.786614
H: -18.992149 47.855962 52.751144
H: -20.629271 47.137948 52.433042

Force components x, y, z for each atom (eV/Å):
1.57 -0.94 -2.01
-7.13 1.79 5.60
0.96 -1.78 -4.22
3.40 5.45 -2.15
-5.88 0.36 -1.74
3.77 0.84 2.51
0.23 -1.05 3.16
0.46 -3.55 0.18
-0.56 -0.31 -0.29
0.87 0.60 0.02
4.71 -0.18 2.33
-0.37 0.53 -1.59
-0.48 -2.21 -1.02
-1.55 0.52 -0.64
5.31 3.47 -1.09
5.16 1.70 -0.62
-4.76 -0.20 0.95
-0.71 -2.37 0.99
0.76 -1.11 0.31
-5.59 -3.00 -1.07
-0.45 -0.50 1.30
0.72 1.02 0.08
0.36 -0.42 -0.17
-0.86 1.30 -0.75
13.67 -5.32 -1.25
-2.51 0.47 4.79
4.99 0.27 -5.18
-5.82 -3.48 1.19
-0.60 -0.95 1.22
-13.14 6.34 1.17
-0.13 -1.12 -0.37
2.80 2.39 -0.50
0.48 0.76 2.27
0.35 0.73 -3.26
-1.05 4.12 -2.05
2.38 -0.61 5.50
-0.70 -0.62 -4.96
-1.01 3.16 -2.85
-1.69 -1.99 2.37
1.63 -0.47 0.01
0.94 -1.02 -0.28
0.35 -0.80 0.24
0.47 -0.85 0.89
-1.33 -1.08 1.11
-0.35 -5.46 -4.08
4.88 -7.56 1.68
-2.02 8.60 -2.14
-3.65 2.51 -2.72
-1.25 -0.07 3.39
-1.45 3.91 1.47
1.42 1.30 -0.69
-0.16 0.65 0.77
0.74 -2.79 2.49
1.95 -1.02 -0.16
-3.15 -4.17 -0.87
2.19 -3.78 -4.96
-1.28 4.29 5.90
0.73 0.42 0.47
0.14 0.78 -1.24
0.40 1.90 0.41
1.39 1.87 0.79
-0.42 0.03 -0.99
-0.50 -1.32 0.22
0.45 0.03 0.18
-4.96 -2.01 -0.61
1.29 -1.72 -8.70
-1.85 -0.51 7.56
-1.10 5.82 -0.89
3.68 -0.24 -0.79
-0.51 1.49 -0.67
1.29 0.67 1.06
1.41 -1.21 0.40
-0.48 -1.23 0.11
1.09 -1.02 2.46
0.64 -1.55 -3.99
5.87 3.28 -0.64
-6.46 -3.35 4.00
-0.90 -4.37 2.33
-0.78 -0.43 1.41
0.99 1.38 0.07
0.03 0.21 0.34
-0.78 2.59 -0.19
-0.61 0.32 -1.78
2.05 1.90 -1.54

Computed properties:
2S+1   1
E_LUMO   0.12 eV
SMILES string   CCOC(C)=O.CC(C)=O.CC(C)=O.CC(C)=O.CC(C)=O.CC(C)=O.CC(C)=O.CC(C)=O
Orbital gap   9.559 eV
Relative energy (zero: lowest compared OMol25 entry of this formula, charge and spin)   3.0172 eV

=====

Density functional theory data (ωB97M-V/def2-TZVPD) for a 3-piece molecular cluster, C25H51BF3N2O4 overall.

Atoms and positions in Å:
C: 3.104179 8.290596 4.408186
C: 2.349063 8.791731 3.157611
C: 1.923530 7.660240 2.201097
O: 1.431571 6.566524 2.899330
B: 1.101891 5.335934 2.072945
C: 1.369169 4.032453 3.040531
C: 2.798963 3.947154 3.553032
O: 3.736272 3.829936 2.455312
C: 4.694862 4.828796 2.390323
C: 5.857601 4.635072 3.355968
F: 6.895635 5.438626 3.015481
F: 5.571446 4.936222 4.642194
F: 6.326475 3.379626 3.362025
H: 2.520900 8.451570 5.323478
H: 3.295633 7.215054 4.337792
H: 4.066352 8.809097 4.540004
H: 2.988220 9.492356 2.603288
H: 1.446826 9.342960 3.461934
H: 1.147140 8.068196 1.519586
H: 2.775591 7.377584 1.549534
H: -0.107441 5.355894 1.762436
H: 1.794129 5.317843 1.051651
H: 0.736212 4.176430 3.936130
H: 1.086986 3.084146 2.558551
H: 2.986692 3.076931 4.207350
H: 3.023156 4.858987 4.125594
H: 4.270460 5.828999 2.571191
H: 5.145427 4.819680 1.385795
C: -0.955694 -1.407248 -0.374570
C: -0.670910 -1.020636 1.086276
C: -1.109906 -2.121275 2.061428
C: -2.622523 -2.219532 2.230426
C: -3.194692 -0.872873 2.666876
C: -2.838910 0.267297 1.707958
N: -1.350509 0.254868 1.486597
O: -0.702705 0.913990 2.382057
C: -3.640202 0.135389 0.404980
C: -3.187986 1.615703 2.330244
C: 0.834147 -0.809551 1.217394
H: -0.851412 -2.484227 -0.513338
H: -1.941316 -1.134427 -0.728577
H: -0.242164 -0.921003 -1.041078
H: -0.661726 -1.913803 3.038191
H: -0.694378 -3.070381 1.713675
H: -3.089094 -2.561868 1.301466
H: -2.854023 -2.972800 2.987221
H: -4.284095 -0.920340 2.751382
H: -2.804126 -0.628729 3.659445
H: -3.232653 0.789360 -0.366706
H: -4.668784 0.443050 0.598938
H: -3.683103 -0.880168 0.018071
H: -2.725970 1.744180 3.304429
H: -4.272628 1.677515 2.442715
H: -2.853226 2.435308 1.694241
H: 1.155714 0.054193 0.636159
H: 1.335545 -1.699877 0.828623
H: 1.140482 -0.652147 2.247906
C: 1.138634 -5.344772 -4.659232
C: 0.037529 -5.219758 -3.591256
C: -0.672735 -6.555539 -3.336104
C: -1.615526 -6.973156 -4.459010
C: -2.643690 -5.876724 -4.723112
C: -2.004129 -4.522774 -5.044189
N: -1.004041 -4.203149 -3.963910
O: -1.525991 -3.618278 -2.943012
C: -1.383384 -4.546018 -6.448002
C: -3.057685 -3.420634 -5.025695
C: 0.708231 -4.757655 -2.301718
H: 1.602817 -6.330366 -4.602240
H: 0.796170 -5.201615 -5.675568
H: 1.915232 -4.600225 -4.481552
H: -1.249675 -6.465550 -2.410556
H: 0.089413 -7.318548 -3.163103
H: -1.050865 -7.208166 -5.366207
H: -2.132611 -7.891264 -4.173261
H: -3.298996 -6.148908 -5.554704
H: -3.276351 -5.764674 -3.837437
H: -0.729093 -3.686575 -6.598609
H: -2.187340 -4.489083 -7.182497
H: -0.826625 -5.454268 -6.664385
H: -3.608116 -3.401501 -4.089626
H: -3.760825 -3.597109 -5.841349
H: -2.597820 -2.442451 -5.169070
H: 1.108737 -3.749949 -2.410973
H: 1.534957 -5.438267 -2.086779
H: 0.023685 -4.761628 -1.457619

Force components x, y, z for each atom (eV/Å):
0.12 0.11 0.02
-0.08 -0.13 0.10
-0.30 0.01 0.07
0.40 0.15 -0.15
-0.28 -0.06 0.30
0.15 0.25 0.00
-0.21 0.03 0.11
0.36 0.00 0.14
-0.19 0.08 -0.23
0.00 0.11 0.26
0.01 0.06 -0.11
-0.13 -0.03 -0.12
0.05 -0.17 -0.10
0.11 -0.09 -0.19
-0.05 0.18 0.01
-0.23 -0.13 -0.03
-0.19 -0.03 0.00
0.23 -0.09 -0.02
0.21 -0.04 -0.01
-0.06 -0.02 0.13
0.12 0.02 -0.11
0.06 0.02 -0.04
0.06 -0.25 -0.17
-0.03 0.17 0.14
-0.06 0.20 -0.12
0.00 -0.17 -0.11
0.09 -0.13 -0.02
-0.17 -0.03 0.22
-0.05 0.09 -0.04
0.15 0.01 -0.23
-0.10 -0.06 0.10
0.02 0.02 -0.04
-0.01 -0.12 0.06
-0.05 0.18 -0.17
0.14 -0.09 0.66
-0.19 -0.14 -0.44
0.07 0.03 -0.02
-0.09 0.02 0.05
0.06 -0.09 0.00
0.06 0.00 0.02
-0.03 -0.05 0.04
0.01 0.05 0.04
0.00 0.07 -0.02
0.00 -0.02 0.01
0.01 0.04 -0.02
-0.02 -0.02 -0.02
-0.01 -0.02 0.02
0.03 0.05 -0.03
0.00 0.00 0.00
0.01 0.03 0.04
0.01 -0.01 0.01
0.04 -0.01 -0.02
-0.01 -0.01 -0.01
0.01 0.00 0.00
-0.02 0.01 0.01
0.00 0.00 -0.02
-0.02 0.01 0.00
-0.04 0.11 -0.03
0.22 0.11 -0.03
-0.11 -0.09 -0.02
0.03 0.03 -0.01
-0.02 -0.12 0.03
0.06 0.18 -0.14
-0.38 -0.23 0.52
0.24 0.01 -0.41
0.05 0.05 0.05
-0.11 0.00 -0.03
0.05 -0.07 0.06
0.02 0.00 0.07
-0.05 -0.07 -0.01
-0.02 0.02 0.01
0.00 0.07 -0.01
0.00 -0.02 0.02
0.01 0.04 -0.01
0.01 -0.02 -0.03
-0.02 -0.02 0.01
0.03 0.06 0.01
0.00 0.00 0.00
-0.03 0.02 0.03
0.00 -0.01 0.02
0.04 0.00 0.02
0.01 -0.01 -0.01
0.01 -0.01 0.00
-0.01 0.00 -0.01
0.02 0.00 -0.01
-0.01 0.00 -0.02

Computed properties:
Net charge   -1
2S+1   3
E_LUMO (spin up / spin down)   1.80 / 1.73 eV
Orbital gap (spin up / spin down)   5.740 / 5.664 eV
Expectation value of S²   2.008

=====

Density functional theory data (ωB97M-V/def2-TZVPD) for C25H51CdN9O4P2S2 as an isolated structure.

Atoms and positions in Å:
Cd: 0.018603 0.685012 -2.314171
N: 2.837919 4.125478 -2.864883
C: 1.729622 3.323154 -2.709920
S: 1.681345 1.912386 -3.749900
N: 0.874372 3.716745 -1.818139
N: -0.183475 2.859238 -1.607046
C: -1.209694 3.374844 -1.049862
C: -2.451229 2.686035 -0.715965
C: -3.367212 3.440333 0.037527
C: -4.571886 2.937804 0.478148
C: -4.909257 1.628260 0.121018
C: -4.052107 0.868265 -0.639866
C: -2.788086 1.343659 -1.079466
O: -2.037148 0.528809 -1.748092
H: 3.297252 4.062172 -3.757078
H: 2.737750 5.054493 -2.484851
H: -1.157874 4.435254 -0.791931
H: -3.095004 4.463588 0.282257
H: -5.245953 3.547721 1.063473
H: -5.853320 1.205222 0.443214
H: -4.306499 -0.146883 -0.920070
C: -1.684676 -2.975471 -2.063806
N: -0.303762 -3.419731 -2.257097
C: 0.175642 -4.365786 -1.262122
P: 0.674168 -2.576506 -3.252168
O: 0.136181 -1.256673 -3.644842
O: 2.091443 -2.452315 -2.455884
P: 2.314025 -1.495746 -1.161404
O: 1.072285 -0.737979 -0.844550
N: 2.715077 -2.472638 0.084344
C: 2.027093 -2.478093 1.369182
C: 3.887520 -3.326586 -0.008548
N: 3.659753 -0.689338 -1.601053
C: 4.208888 -0.556085 -2.945455
C: 4.101156 0.345075 -0.663493
N: 1.063807 -3.489336 -4.556554
C: 1.885118 -2.854146 -5.584873
C: 1.237763 -4.928640 -4.451605
H: -2.353601 -3.838130 -2.092242
H: -1.970344 -2.275130 -2.843579
H: -1.792889 -2.468224 -1.100709
H: -0.434165 -5.272251 -1.288188
H: 0.111776 -3.934967 -0.258458
H: 1.211859 -4.640202 -1.450870
H: 1.312269 -1.663907 1.418961
H: 2.750373 -2.321896 2.173535
H: 1.524054 -3.434869 1.542883
H: 4.270244 -3.347980 -1.027297
H: 3.624185 -4.347178 0.282433
H: 4.683907 -2.975477 0.653876
H: 3.843659 -1.352904 -3.586522
H: 5.297493 -0.633033 -2.883539
H: 3.936868 0.402933 -3.387724
H: 3.673526 0.175641 0.325717
H: 3.786821 1.335643 -1.002677
H: 5.189885 0.325417 -0.583263
H: 1.683403 -1.785224 -5.610327
H: 1.630185 -3.276672 -6.557576
H: 2.954173 -3.015118 -5.405247
H: 0.488593 -5.351428 -3.786306
H: 2.236448 -5.201908 -4.089562
H: 1.101212 -5.370733 -5.439266
C: -2.616719 -0.514317 4.530345
C: -2.785031 -1.726911 3.618128
C: -2.875014 -1.404244 2.126389
C: -1.643022 -0.726210 1.534398
N: -1.612162 0.696868 1.821269
C: -0.554050 1.403174 2.264258
S: 0.878915 0.707120 2.812476
N: -0.767741 2.735035 2.286094
C: 0.184988 3.767924 2.651001
C: -0.468054 4.840342 3.520013
C: -0.599975 4.470994 4.998262
C: -1.399651 3.201945 5.282867
H: -2.687025 -0.810760 5.578452
H: -3.392764 0.230945 4.338816
H: -1.647017 -0.038247 4.385138
H: -3.689973 -2.270657 3.904292
H: -1.947987 -2.414588 3.777887
H: -3.753061 -0.777931 1.931074
H: -3.036942 -2.336678 1.575607
H: -1.626162 -0.859014 0.448234
H: -0.732110 -1.157697 1.946252
H: -2.378063 1.223973 1.420255
H: -1.632030 3.061184 1.875237
H: 0.601737 4.212820 1.741945
H: 1.004283 3.285839 3.181733
H: -1.454300 5.089139 3.108911
H: 0.133502 5.749339 3.439780
H: -1.061127 5.313416 5.521372
H: 0.404605 4.360489 5.417701
H: -2.387854 3.243547 4.817694
H: -1.541196 3.074427 6.357482
H: -0.888580 2.314699 4.908095

Force components x, y, z for each atom (eV/Å):
0.10 0.13 -0.17
-0.01 -0.02 -0.03
-0.01 -0.01 -0.02
0.04 0.03 0.11
-0.02 0.00 0.02
-0.02 -0.02 0.03
-0.07 -0.05 0.05
0.05 0.00 -0.05
0.05 0.02 0.01
-0.05 -0.01 0.01
0.04 0.02 0.00
0.02 0.00 0.03
0.01 0.04 0.03
-0.06 -0.08 0.01
0.01 -0.01 0.00
0.00 0.00 0.01
-0.01 0.01 0.01
-0.01 -0.01 0.00
0.00 0.00 0.00
-0.01 0.00 0.00
-0.01 0.00 0.00
-0.01 0.00 0.01
0.00 0.00 0.00
-0.01 0.02 0.00
-0.10 -0.03 0.09
0.04 -0.01 -0.13
-0.02 0.02 0.08
-0.01 -0.11 0.04
0.11 -0.06 0.06
-0.05 0.09 -0.01
0.06 -0.01 -0.03
-0.04 0.01 0.04
-0.01 0.04 -0.04
0.02 -0.02 0.02
0.00 0.02 0.00
0.00 0.04 -0.03
0.00 -0.02 0.01
0.01 0.00 0.00
0.01 -0.01 -0.01
0.00 0.02 0.02
0.01 -0.02 -0.03
0.01 -0.01 -0.01
-0.01 0.01 0.00
0.00 0.00 0.00
-0.06 0.02 -0.04
0.02 -0.01 -0.01
0.00 0.00 -0.01
0.01 0.01 0.00
0.01 -0.01 -0.02
0.00 0.00 0.00
0.00 -0.01 0.01
0.00 0.00 -0.01
-0.01 0.02 0.01
-0.01 -0.01 0.00
-0.01 0.00 -0.02
0.00 -0.02 0.01
-0.01 0.00 0.00
0.00 0.00 0.00
0.00 -0.01 0.01
0.00 0.01 0.00
0.00 0.00 0.00
0.00 0.00 0.00
0.00 -0.03 -0.02
0.00 0.03 -0.01
-0.01 -0.01 0.02
-0.01 0.01 0.05
0.00 -0.04 -0.10
0.00 0.14 0.00
0.02 -0.05 0.05
-0.03 0.02 -0.09
-0.02 -0.03 0.03
0.03 -0.03 0.02
-0.02 -0.02 -0.02
0.02 0.03 -0.01
0.00 0.00 0.00
0.01 0.01 0.00
0.00 0.01 0.00
0.01 -0.01 0.00
0.00 -0.01 0.01
0.01 -0.01 -0.01
-0.01 0.01 0.00
0.03 0.02 0.01
0.00 0.00 -0.01
-0.01 -0.01 0.05
0.01 -0.03 0.02
0.00 0.00 -0.01
0.01 -0.02 -0.01
0.01 0.00 -0.01
-0.02 0.01 -0.01
0.02 0.00 0.01
0.00 0.01 0.01
0.00 -0.01 0.00
0.00 0.00 -0.01
-0.01 0.00 0.00

Computed properties:
2S+1   1
E_LUMO   0.39 eV
Orbital gap   7.566 eV
Relative energy (zero: lowest compared OMol25 entry of this formula, charge and spin)   0.1005 eV

=====

no.,largest force on an atom (hartree/bohr)
1,0.2863
2,0.0132
3,0.0046